C42H54N3O7S2V | ωB97M-V/def2-TZVPD

charge = +1
relative energy (zero: lowest compared OMol25 entry of this formula, charge and spin) = 534.8 kcal per mole
<S²> = 0.818
energy = -110560.0278 eV
2S+1 = 2
frontier orbital gap (alpha / beta) = 5.0 / 6.5 eV

Structure (XYZ):
```
109
C42H54N3O7S2V, DFT ωB97M-V/def2-TZVPD
V -0.141 -1.118 -1.482
C 0.286 -1.633 -3.388
O -0.837 -2.489 -2.924
C -2.099 -2.186 -3.546
C -2.681 -0.952 -2.854
O -2.183 -0.969 -1.498
C -3.000 -1.712 -0.586
C -2.220 -2.948 -0.176
O -0.854 -2.529 -0.070
C -0.031 -3.665 0.193
H 0.418 -1.724 -4.470
H 0.124 -0.553 -3.109
H 1.274 -2.013 -2.859
H -2.009 -2.068 -4.628
H -2.744 -3.047 -3.357
H -2.323 -0.115 -3.296
H -3.774 -0.895 -2.905
H -3.141 -1.071 0.286
H -3.981 -1.959 -0.993
H -2.579 -3.337 0.781
H -2.305 -3.727 -0.941
H -0.331 -4.120 1.142
H -0.108 -4.398 -0.615
H 0.993 -3.348 0.269
S 1.719 -1.201 0.019
C 0.754 -1.159 1.422
N 1.099 -1.851 2.589
C 0.115 -1.969 3.643
C -0.570 -0.649 3.864
N -1.215 -0.195 2.654
C -2.491 0.491 2.826
C -2.387 1.738 3.669
C -1.622 2.820 3.241
C -1.538 3.974 4.010
C -2.223 4.058 5.216
C -2.992 2.988 5.649
C -3.074 1.834 4.878
C -0.552 -0.316 1.447
S -1.132 0.442 0.016
C 2.371 -2.570 2.819
C 2.269 -4.077 3.011
C 1.824 -4.929 2.002
C 1.766 -6.302 2.206
C 2.155 -6.843 3.423
C 2.604 -6.010 4.434
C 2.663 -4.637 4.228
H 0.595 -2.279 4.573
H -0.604 -2.744 3.347
H 0.154 0.118 4.163
H -1.310 -0.760 4.659
H -3.169 -0.229 3.300
H -2.955 0.745 1.872
H -1.088 2.773 2.298
H -0.941 4.811 3.665
H -2.161 4.960 5.813
H -3.533 3.054 6.586
H -3.687 1.009 5.228
H 2.791 -2.124 3.727
H 3.097 -2.372 2.029
H 1.531 -4.532 1.048
H 1.422 -6.952 1.409
H 2.114 -7.915 3.579
H 2.917 -6.429 5.383
H 3.027 -4.002 5.029
C -0.454 5.772 0.276
O -0.389 4.347 0.349
C 0.868 3.854 0.606
C 1.692 4.373 1.595
C 2.943 3.811 1.811
C 3.359 2.720 1.059
C 2.528 2.183 0.083
C 1.288 2.758 -0.156
N 0.361 2.280 -1.118
C 0.572 1.634 -2.219
C 1.885 1.336 -2.887
C 2.714 2.397 -3.254
C 3.921 2.139 -3.886
C 4.283 0.825 -4.155
C 3.445 -0.220 -3.799
C 2.222 -0.026 -3.160
O 1.429 -1.077 -2.801
H -0.429 6.220 1.271
H -1.407 6.031 -0.186
H 0.346 6.172 -0.353
H 1.373 5.197 2.221
H 3.591 4.212 2.582
H 4.326 2.269 1.245
H 2.862 1.297 -0.440
H -0.598 2.524 -0.890
H -0.382 1.260 -2.783
H 2.423 3.422 -3.062
H 4.576 2.951 -4.176
H 5.219 0.605 -4.652
H 3.755 -1.237 -4.028
C -2.833 1.795 -3.303
C -1.460 1.288 -3.824
C -1.592 0.612 -5.196
C -0.522 2.531 -3.995
O -0.916 0.299 -2.862
H -3.258 2.522 -3.999
H -2.739 2.288 -2.330
H -3.560 1.004 -3.190
H -1.995 1.313 -5.931
H -2.260 -0.246 -5.171
H -0.626 0.264 -5.573
H -0.965 3.228 -4.722
H 0.458 2.257 -4.369
H -0.371 3.088 -3.082
O 0.817 -2.464 -1.497
```

Results of the Mulliken charge analysis, in e, for atoms 1 through 6: atom 1 (V): 0.184, atom 2 (C): -1.224, atom 3 (O): -0.259, atom 4 (C): -1.061, atom 5 (C): -0.367, atom 6 (O): -0.120

C42H55N7O3PS2V | ωB97M-V/def2-TZVPD

charge = 0
relative energy (zero: lowest compared OMol25 entry of this formula, charge and spin) = 0.0 kcal per mole
<S²> = 2.021
energy = -117670.5708 eV
2S+1 = 3
frontier orbital gap (alpha / beta) = 5.8 / 6.2 eV

Structure (XYZ):
```
111
C42H55N7O3PS2V, DFT ωB97M-V/def2-TZVPD
V -0.038 0.298 -0.619
S -1.804 1.567 0.677
C -0.893 2.963 1.202
C -1.319 3.685 2.314
C -0.635 4.803 2.759
C -1.104 5.490 3.923
N -1.487 6.017 4.864
C 0.511 5.230 2.075
C 0.943 4.520 0.964
C 0.269 3.389 0.518
S 0.884 2.513 -0.873
C 1.253 6.372 2.510
N 1.853 7.283 2.864
H -2.205 3.362 2.841
H 1.827 4.849 0.436
O -3.144 -4.668 3.244
C -3.812 -4.143 2.118
C -2.914 -3.170 1.400
C -3.260 -2.682 0.141
C -2.439 -1.761 -0.478
N -1.308 -1.312 0.061
C -0.972 -1.770 1.286
C -1.749 -2.697 1.976
C 0.217 -1.145 1.922
C 0.730 -1.603 3.130
C 1.741 -0.885 3.751
C 2.344 -1.344 5.057
O 1.551 -2.267 5.759
C 2.193 0.276 3.122
C 1.677 0.628 1.888
N 0.731 -0.078 1.277
H -3.740 -5.268 3.708
H -4.726 -3.609 2.418
H -4.104 -4.941 1.421
H -4.154 -3.008 -0.366
H -2.703 -1.384 -1.458
H -1.470 -3.039 2.955
H 0.353 -2.500 3.591
H 2.582 -0.467 5.676
H 3.289 -1.860 4.848
H 0.756 -1.816 6.065
H 2.944 0.904 3.573
H 2.027 1.505 1.353
C -0.377 -1.488 -7.324
C -1.815 -1.112 -6.995
N -2.463 -2.074 -6.123
C -2.835 -3.371 -6.677
C -1.885 -4.494 -6.287
C -2.672 -1.877 -4.813
O -3.115 -2.743 -4.078
C -2.347 -0.542 -4.218
C -3.082 0.609 -4.488
C -2.838 1.741 -3.727
C -1.901 1.683 -2.708
N -1.204 0.579 -2.439
C -1.413 -0.493 -3.196
H 0.081 -0.721 -7.942
H -0.329 -2.427 -7.866
H 0.207 -1.592 -6.413
H -2.408 -1.049 -7.914
H -1.850 -0.128 -6.519
H -2.857 -3.252 -7.764
H -3.848 -3.606 -6.340
H -0.868 -4.274 -6.597
H -2.192 -5.420 -6.767
H -1.898 -4.641 -5.211
H -3.836 0.610 -5.262
H -3.380 2.658 -3.895
H -1.692 2.538 -2.065
H -0.832 -1.367 -2.930
C 3.333 -3.998 -2.621
C 2.135 -3.049 -2.518
C 1.358 -3.173 -3.835
C 1.190 -3.569 -1.427
P 2.544 -1.228 -2.149
N 1.288 -0.532 -1.538
C 4.016 -1.126 -0.949
C 5.386 -1.591 -1.442
C 4.146 0.349 -0.520
C 3.648 -1.924 0.312
C 3.048 -0.353 -3.746
C 3.676 1.000 -3.388
C 1.780 -0.040 -4.559
C 4.041 -1.111 -4.629
H 2.968 -4.974 -2.939
H 3.841 -4.142 -1.672
H 4.062 -3.672 -3.354
H 0.924 -4.174 -3.877
H 1.989 -3.057 -4.711
H 0.547 -2.457 -3.905
H 0.878 -4.578 -1.699
H 0.303 -2.939 -1.342
H 1.653 -3.619 -0.453
H 5.397 -2.608 -1.812
H 6.084 -1.542 -0.604
H 5.778 -0.937 -2.215
H 4.917 0.866 -1.086
H 4.433 0.391 0.530
H 3.214 0.898 -0.638
H 3.698 -2.999 0.166
H 2.652 -1.663 0.671
H 4.363 -1.673 1.096
H 3.049 1.580 -2.712
H 3.788 1.570 -4.309
H 4.663 0.894 -2.956
H 0.974 0.308 -3.910
H 1.434 -0.895 -5.136
H 2.011 0.755 -5.266
H 4.985 -1.302 -4.131
H 4.256 -0.498 -5.503
H 3.654 -2.055 -4.991
```

Results of the Mulliken charge analysis, in e, for atoms 1 through 6: atom 1 (V): 0.571, atom 2 (S): -0.439, atom 3 (C): 0.543, atom 4 (C): -1.069, atom 5 (C): 0.681, atom 6 (C): -0.171

C42H56O42 | ωB97M-V/def2-TZVPD

charge = 0
relative energy (zero: lowest compared OMol25 entry of this formula, charge and spin) = 10.3 kcal per mole
energy = -130457.7635 eV
frontier orbital gap = 10.9 eV

Structure (XYZ):
```
140
C42H56O42, DFT ωB97M-V/def2-TZVPD
C 0.669 -5.946 0.476
C 0.053 -4.858 -0.370
O 0.438 -3.605 0.283
C 1.189 -3.915 1.373
O 1.667 -3.101 2.094
O 1.506 -5.206 1.409
H 1.377 -6.597 -0.054
H -0.041 -6.617 1.051
H -1.044 -4.836 -0.454
H 0.451 -4.703 -1.407
C -4.539 -3.255 -3.985
C -4.788 -4.522 -3.031
O -3.501 -4.948 -2.791
C -2.671 -4.348 -3.682
O -1.491 -4.520 -3.636
O -3.316 -3.548 -4.555
H -4.499 -2.333 -3.374
H -5.377 -3.183 -4.693
H -5.424 -5.225 -3.555
H -5.208 -4.192 -2.108
C 4.412 5.375 1.436
C 3.736 5.867 0.163
O 2.378 5.409 0.266
C 2.204 4.644 1.306
O 1.138 4.096 1.533
O 3.296 4.512 2.066
H 4.645 6.152 2.151
H 5.174 4.657 1.293
H 4.138 5.398 -0.760
H 3.756 6.954 0.121
C -1.266 2.615 3.367
C 0.188 2.254 3.556
O 0.161 1.759 4.954
C -1.100 1.260 5.131
O -1.380 0.445 5.952
O -1.950 1.601 4.126
H -1.633 2.612 2.307
H -1.578 3.587 3.795
H 0.765 3.147 3.493
H 0.568 1.481 2.905
C 0.939 -1.976 5.142
C 2.356 -1.993 5.639
O 3.081 -1.510 4.473
C 2.243 -0.885 3.585
O 2.547 -0.222 2.664
O 0.916 -1.041 4.040
H 0.303 -1.512 5.904
H 0.517 -2.900 4.788
H 2.686 -2.960 5.970
H 2.445 -1.199 6.399
C -2.544 -2.479 2.931
C -2.304 -3.376 1.746
O -1.563 -4.513 2.294
C -1.443 -4.352 3.628
O -0.737 -5.048 4.287
O -2.136 -3.241 4.053
H -3.597 -2.277 3.117
H -1.964 -1.561 2.913
H -1.665 -2.878 1.074
H -3.191 -3.728 1.346
C -2.194 0.759 -5.216
C -2.908 1.446 -4.040
O -2.314 2.815 -4.038
C -1.083 2.592 -4.532
O -0.220 3.443 -4.486
O -0.927 1.386 -5.088
H -2.593 0.911 -6.195
H -2.084 -0.334 -4.970
H -2.866 0.992 -3.066
H -3.957 1.602 -4.230
C -7.446 0.907 0.020
C -6.221 0.551 0.753
O -5.938 -0.802 0.222
C -6.875 -1.201 -0.649
O -6.860 -2.234 -1.329
O -7.867 -0.305 -0.671
H -7.272 1.630 -0.744
H -8.211 1.189 0.705
H -6.300 0.464 1.787
H -5.436 1.220 0.493
C 5.116 0.863 4.267
C 4.081 1.971 4.334
O 4.876 3.074 4.166
C 5.941 2.793 3.447
O 6.647 3.560 2.855
O 6.125 1.466 3.391
H 4.938 -0.070 3.800
H 5.604 0.682 5.267
H 3.629 2.058 5.322
H 3.320 1.847 3.605
C 2.394 1.425 -3.643
C 2.729 2.849 -4.034
O 3.220 3.363 -2.822
C 3.156 2.504 -1.793
O 3.573 2.692 -0.663
O 2.728 1.308 -2.188
H 2.939 0.636 -4.212
H 1.315 1.313 -3.896
H 1.884 3.402 -4.349
H 3.552 2.853 -4.808
C 0.949 -3.310 -5.134
C 1.884 -3.761 -3.994
O 1.318 -3.044 -2.823
C 0.220 -2.333 -3.196
O -0.467 -1.631 -2.467
O 0.160 -2.268 -4.563
H 0.304 -4.121 -5.427
H 1.491 -2.935 -5.984
H 2.926 -3.452 -4.187
H 1.826 -4.855 -3.720
C -1.818 4.902 -0.742
C -2.821 5.600 -1.680
O -3.982 4.761 -1.511
C -3.899 4.233 -0.266
O -4.826 3.753 0.298
O -2.709 4.346 0.211
H -1.124 5.598 -0.298
H -1.356 4.059 -1.192
H -2.457 5.600 -2.692
H -3.096 6.615 -1.412
C 3.988 -1.134 0.180
C 5.153 -0.497 -0.442
O 5.286 -1.185 -1.685
C 4.746 -2.438 -1.514
O 4.807 -3.327 -2.271
O 4.071 -2.458 -0.334
H 3.125 -0.653 -0.229
H 3.941 -1.266 1.265
H 5.989 -0.567 0.269
H 5.079 0.569 -0.555
C -0.008 0.845 -0.461
C -0.124 -0.338 0.532
O -1.547 -0.546 0.450
C -2.162 0.341 -0.336
O -3.310 0.346 -0.649
O -1.289 1.281 -0.821
H 0.459 0.519 -1.397
H 0.570 1.633 -0.021
H 0.085 0.019 1.522
H 0.431 -1.237 0.359
```

Results of the Mulliken charge analysis, in e, for atoms 1 through 6: atom 1 (C): -0.205, atom 2 (C): 0.266, atom 3 (O): 0.322, atom 4 (C): 0.050, atom 5 (O): -0.491, atom 6 (O): -0.431

C42H57BN7OOsS3Si | ωB97M-V/def2-TZVPD

charge = +3
relative energy (zero: lowest compared OMol25 entry of this formula, charge and spin) = 5.3 kcal per mole
<S²> = 6.054
energy = -100463.6127 eV
2S+1 = 5
frontier orbital gap (alpha / beta) = 7.1 / 5.3 eV

Structure (XYZ):
```
113
C42H57BN7OOsS3Si, DFT ωB97M-V/def2-TZVPD
Os -0.402 -1.502 1.751
C 1.618 3.410 2.174
C 0.740 2.856 1.100
C 0.035 3.625 0.213
C -0.841 3.017 -0.719
N -0.851 1.713 -0.868
N -0.131 0.961 -0.047
B -0.017 -0.574 -0.228
N -0.943 -1.139 -1.346
N -0.753 -0.653 -2.567
C -1.441 -1.142 -3.576
C -2.381 -2.177 -3.360
C -2.584 -2.689 -2.110
C -3.556 -3.786 -1.825
C -1.808 -2.127 -1.074
S -1.962 -2.731 0.533
C -1.217 -0.610 -4.974
C -0.078 0.412 -5.003
C -0.849 -1.776 -5.909
C -2.528 0.022 -5.476
N 1.473 -0.910 -0.592
N 2.054 -0.066 -1.440
C 3.270 -0.314 -1.858
C 3.957 -1.483 -1.439
C 3.384 -2.336 -0.536
C 4.063 -3.549 0.006
C 2.083 -1.990 -0.098
S 1.279 -2.953 1.081
C 3.948 0.677 -2.779
C 3.058 1.892 -3.041
C 4.272 -0.031 -4.106
C 5.253 1.150 -2.114
C 0.545 1.463 0.995
S 1.084 0.366 2.213
C -1.794 3.861 -1.537
C -0.996 4.864 -2.385
C -2.703 4.625 -0.558
C -2.651 2.983 -2.445
H 1.630 4.496 2.149
H 1.269 3.081 3.155
H 2.640 3.042 2.058
H 0.116 4.703 0.253
H -2.931 -2.582 -4.201
H -4.099 -4.066 -2.724
H -3.039 -4.670 -1.445
H -4.278 -3.480 -1.063
H 0.874 -0.091 -4.833
H -0.042 0.890 -5.981
H -0.202 1.176 -4.237
H 0.010 -2.337 -5.535
H -1.680 -2.466 -6.062
H -0.586 -1.365 -6.883
H -2.858 0.838 -4.836
H -2.364 0.416 -6.478
H -3.332 -0.713 -5.540
H 4.952 -1.684 -1.812
H 5.059 -3.659 -0.414
H 4.146 -3.481 1.094
H 3.491 -4.453 -0.219
H 2.094 1.594 -3.447
H 2.884 2.450 -2.119
H 3.551 2.548 -3.756
H 3.369 -0.420 -4.581
H 4.733 0.685 -4.785
H 4.976 -0.854 -3.973
H 5.052 1.627 -1.153
H 5.960 0.334 -1.959
H 5.733 1.882 -2.764
H -0.433 5.565 -1.767
H -0.301 4.356 -3.056
H -1.690 5.447 -2.989
H -2.135 5.288 0.096
H -3.398 5.242 -1.128
H -3.288 3.938 0.057
H -2.015 2.396 -3.102
H -3.272 2.300 -1.862
H -3.305 3.607 -3.053
C -4.631 -1.644 2.971
Si -3.474 -0.190 2.655
C -3.832 1.461 3.488
C -3.488 0.252 0.815
N -1.828 -0.803 3.172
C -1.581 -1.017 4.476
C -2.573 -0.775 5.483
C -2.301 -0.854 6.813
C -1.013 -1.215 7.253
C -0.040 -1.554 6.327
C -0.306 -1.487 4.974
O 0.601 -1.922 4.047
C 1.982 -1.928 4.369
C 2.693 -3.091 4.135
C 4.058 -3.108 4.387
C 4.694 -1.975 4.870
C 3.965 -0.818 5.115
C 2.603 -0.788 4.866
H -5.556 -1.508 2.407
H -4.901 -1.756 4.021
H -4.176 -2.581 2.649
H -4.886 1.697 3.313
H -3.241 2.255 3.026
H -3.661 1.504 4.561
H -4.069 1.168 0.689
H -3.974 -0.520 0.218
H -2.504 0.442 0.394
H -3.576 -0.531 5.171
H -3.083 -0.661 7.534
H -0.786 -1.258 8.310
H 0.926 -1.901 6.661
H 2.175 -3.983 3.805
H 4.622 -4.018 4.232
H 5.756 -1.998 5.072
H 4.458 0.060 5.508
H 2.023 0.106 5.055
```

Results of the Mulliken charge analysis, in e, for atoms 1 through 6: atom 1 (Os): 2.665, atom 2 (C): -1.845, atom 3 (C): -0.156, atom 4 (C): -0.761, atom 5 (C): -0.012, atom 6 (N): -0.332